{
  "formula": "C13H20Cl25O3P2",
  "method": "ωB97M-V/def2-TZVPD",
  "e_tot_ev": -351577.373,
  "charge": 1,
  "orbital_gap_ev": 8.28,
  "largest_force_ha_per_bohr": 0.073,
  "homo_ev": -12.40,
  "elements": ["C", "C", "C", "O", "O", "C", "C", "P", "P", "O", "Cl", "H", "H", "H", "H", "H", "H", "H", "H", "H", "H", "H", "H", "C", "Cl", "Cl", "Cl", "H", "C", "Cl", "Cl", "Cl", "H", "C", "Cl", "Cl", "Cl", "H", "C", "Cl", "Cl", "Cl", "H", "C", "Cl", "Cl", "Cl", "H", "C", "Cl", "Cl", "Cl", "H", "C", "Cl", "Cl", "Cl", "H", "C", "Cl", "Cl", "Cl", "H"],
  "xyz": [[6.95, -1.21, -1.28], [5.85, -0.10, -1.18], [5.06, 0.14, -2.47], [5.41, 1.00, -3.19], [3.97, -0.64, -2.86], [2.73, 0.02, -2.67], [2.51, 0.34, -1.15], [0.78, -0.03, -0.54], [0.64, -2.28, -0.31], [0.97, -2.86, -1.84], [2.21, -2.86, 0.94], [7.10, -1.60, -2.29], [7.88, -0.82, -0.83], [6.65, -2.04, -0.63], [5.21, -0.36, -0.31], [6.30, 0.87, -0.91], [2.62, 0.94, -3.26], [1.96, -0.70, -3.01], [2.77, 1.39, -0.92], [3.15, -0.37, -0.59], [0.77, 0.51, 0.75], [-0.21, 0.50, -1.39], [1.69, -3.52, -1.73], [-1.59, -0.92, 3.00], [-0.87, -2.24, 3.91], [-1.51, 0.58, 3.91], [-0.78, -0.74, 1.41], [-2.64, -1.16, 2.83], [4.53, 3.76, -4.99], [5.75, 4.62, -5.93], [3.30, 4.88, -4.39], [3.79, 2.48, -5.95], [5.02, 3.30, -4.14], [-2.18, -2.36, -3.80], [-1.91, -1.91, -2.10], [-1.03, -3.60, -4.31], [-3.83, -2.92, -4.03], [-2.02, -1.48, -4.41], [-7.36, -1.21, -2.59], [-7.96, 0.38, -2.14], [-7.48, -1.46, -4.33], [-5.68, -1.42, -2.05], [-7.97, -1.96, -2.09], [1.78, -2.36, -6.67], [1.76, -3.11, -8.26], [2.49, -3.44, -5.47], [2.65, -0.83, -6.71], [0.75, -2.16, -6.38], [-4.55, 3.25, 5.42], [-5.23, 4.83, 5.83], [-4.60, 2.97, 3.68], [-2.90, 3.11, 6.03], [-5.15, 2.49, 5.90], [-3.75, 4.61, 9.52], [-3.83, 2.85, 9.46], [-4.41, 5.21, 11.04], [-2.09, 5.17, 9.30], [-4.35, 5.00, 8.71], [-3.90, -2.15, 6.55], [-2.35, -2.76, 7.12], [-4.00, -0.40, 6.75], [-4.17, -2.60, 4.86], [-4.69, -2.61, 7.15]]
}



{
  "formula": "C13H20Cl2NO",
  "method": "ωB97M-V/def2-TZVPD",
  "e_tot_ev": -42382.199,
  "charge": 1,
  "orbital_gap_ev": 9.51,
  "largest_force_ha_per_bohr": 0.015,
  "smiles": "CCCC[NH2+]CCCOc1cc(Cl)ccc1Cl",
  "homo_ev": -11.96,
  "relative_energy_kj_mol": 24.25,
  "elements": ["C", "H", "H", "C", "H", "C", "C", "N", "H", "C", "C", "H", "C", "H", "H", "O", "C", "C", "C", "C", "C", "C", "Cl", "H", "H", "Cl", "H", "H", "H", "H", "H", "H", "H", "H", "H", "H", "H"],
  "xyz": [[2.61, 0.04, -0.50], [3.32, 0.75, -0.92], [2.12, 0.55, 0.34], [3.34, -1.22, -0.05], [4.00, -0.98, 0.79], [2.43, -2.38, 0.34], [1.52, -2.07, 1.52], [0.26, -1.40, 1.09], [-0.12, -0.81, 1.84], [-0.80, -2.32, 0.61], [-1.99, -1.54, 0.07], [-2.76, -2.24, -0.24], [-1.61, -0.66, -1.13], [-2.51, -0.22, -1.56], [-1.11, -1.25, -1.89], [-0.70, 0.36, -0.72], [-1.19, 1.64, -0.58], [-1.83, 2.30, -1.62], [-2.26, 3.61, -1.45], [-2.05, 4.28, -0.26], [-1.41, 3.63, 0.78], [-0.99, 2.32, 0.62], [-0.20, 1.54, 1.95], [-1.24, 4.15, 1.71], [-2.38, 5.30, -0.14], [-3.06, 4.40, -2.76], [-1.98, 1.80, -2.56], [-2.41, -0.91, 0.86], [-0.38, -2.95, -0.18], [-1.11, -2.96, 1.44], [0.47, -0.73, 0.32], [1.25, -2.98, 2.06], [2.03, -1.40, 2.21], [1.83, -2.69, -0.52], [3.06, -3.23, 0.61], [3.98, -1.56, -0.87], [1.88, -0.17, -1.27]]
}



{
  "formula": "C13H20CuF4N2O4S2",
  "method": "ωB97M-V/def2-TZVPD",
  "e_tot_ev": -102153.782,
  "charge": 0,
  "spin_multiplicity": 2,
  "orbital_gap_ev": [8.12, 7.11],
  "largest_force_ha_per_bohr": 0.047,
  "homo_ev": [-7.85, -7.73],
  "relative_energy_kj_mol": 114.56,
  "elements": ["Cu", "C", "N", "C", "C", "C", "N", "C", "C", "F", "C", "F", "C", "C", "F", "C", "F", "H", "H", "H", "H", "H", "H", "H", "H", "H", "H", "H", "C", "S", "C", "O", "H", "H", "H", "H", "H", "H", "C", "S", "O", "O", "O", "H", "H", "H"],
  "xyz": [[-0.14, -0.14, -0.50], [-1.04, 2.47, 0.06], [-0.04, 1.84, -0.82], [-0.33, 2.12, -2.23], [1.33, 2.28, -0.45], [2.31, 1.13, -0.66], [1.78, -0.02, 0.03], [2.18, -0.33, 1.30], [1.25, -0.49, 2.35], [-0.04, -0.15, 2.13], [1.62, -0.93, 3.60], [0.69, -1.05, 4.56], [2.93, -1.22, 3.90], [3.87, -1.04, 2.90], [5.16, -1.30, 3.16], [3.51, -0.60, 1.64], [4.45, -0.46, 0.70], [-0.94, 3.56, 0.05], [-0.92, 2.11, 1.08], [-2.04, 2.21, -0.29], [-0.30, 3.20, -2.42], [-1.32, 1.74, -2.49], [0.39, 1.63, -2.87], [1.33, 2.53, 0.61], [1.60, 3.18, -1.02], [3.30, 1.42, -0.31], [2.39, 0.89, -1.73], [3.22, -1.56, 4.89], [-3.90, -1.23, -1.27], [-2.93, -0.58, 0.12], [-4.19, 0.68, 0.58], [-2.98, -1.57, 1.20], [-4.82, -1.64, -0.87], [-3.31, -2.02, -1.73], [-4.08, -0.44, -1.99], [-4.31, 1.40, -0.23], [-3.83, 1.17, 1.48], [-5.12, 0.16, 0.78], [1.26, -2.56, -2.22], [-0.39, -2.24, -1.64], [-0.80, -0.93, -2.22], [-1.23, -3.34, -2.03], [-0.26, -2.01, -0.18], [1.22, -2.69, -3.30], [1.60, -3.47, -1.73], [1.88, -1.72, -1.92]]
}



{
  "formula": "C13H20F15NO16S5Sr",
  "method": "ωB97M-V/def2-TZVPD",
  "e_tot_ev": -143838.155,
  "charge": -2,
  "orbital_gap_ev": 8.96,
  "largest_force_ha_per_bohr": 0.065,
  "homo_ev": -5.37,
  "elements": ["Sr", "C", "C", "N", "C", "C", "C", "C", "C", "O", "C", "H", "H", "H", "H", "H", "H", "H", "H", "H", "H", "H", "H", "H", "H", "H", "H", "H", "H", "H", "H", "C", "F", "F", "F", "S", "O", "O", "O", "C", "F", "F", "F", "S", "O", "O", "O", "C", "F", "F", "F", "S", "O", "O", "O", "C", "F", "F", "F", "S", "O", "O", "O", "C", "F", "F", "F", "S", "O", "O", "O"],
  "xyz": [[1.14, 0.15, -1.83], [-3.45, 1.75, 1.74], [-2.43, 0.82, 1.19], [-1.72, -0.08, 2.21], [-1.19, 0.83, 3.27], [-2.68, -1.08, 2.79], [-2.01, -2.00, 3.81], [-0.57, -0.89, 1.63], [-0.85, -1.79, 0.46], [-1.13, -1.07, -0.70], [-2.18, -1.49, -1.58], [-4.03, 2.10, 0.83], [-2.96, 2.57, 2.24], [-4.10, 1.26, 2.47], [-1.63, 1.34, 0.65], [-2.81, 0.11, 0.48], [-1.97, 1.42, 3.77], [-0.49, 1.54, 2.77], [-0.56, 0.34, 3.97], [-3.07, -1.73, 2.01], [-3.38, -0.55, 3.40], [-2.71, -2.13, 4.69], [-1.17, -1.59, 4.29], [-1.73, -2.95, 3.42], [-0.14, -1.52, 2.40], [0.19, -0.16, 1.40], [-1.69, -2.50, 0.66], [0.07, -2.34, 0.33], [-2.16, -2.60, -1.67], [-1.92, -1.17, -2.58], [-3.14, -1.06, -1.32], [-2.72, 3.39, -2.76], [-2.17, 3.95, -1.63], [-4.01, 3.69, -2.68], [-2.19, 3.95, -3.81], [-2.42, 1.60, -2.75], [-2.92, 1.32, -4.08], [-0.95, 1.41, -2.63], [-3.22, 1.26, -1.59], [3.99, 2.98, -3.12], [3.23, 3.45, -2.11], [4.11, 3.97, -4.03], [5.25, 2.82, -2.64], [3.40, 1.34, -3.79], [3.72, 0.59, -2.63], [1.98, 1.49, -3.87], [4.08, 1.06, -5.04], [1.90, 3.11, 2.22], [3.04, 2.77, 1.62], [1.57, 2.29, 3.18], [2.10, 4.34, 2.68], [0.59, 3.17, 0.96], [0.58, 1.83, 0.38], [-0.62, 3.43, 1.74], [0.97, 4.23, 0.11], [3.18, -2.97, 1.59], [1.98, -3.59, 1.47], [3.81, -3.33, 2.79], [4.02, -3.41, 0.61], [3.06, -1.04, 1.43], [2.34, -0.75, 0.20], [2.28, -0.62, 2.58], [4.40, -0.60, 1.38], [2.19, -4.60, -3.02], [1.84, -5.88, -3.20], [3.06, -4.58, -2.05], [2.89, -4.14, -4.10], [0.69, -3.52, -2.71], [0.33, -4.10, -1.42], [1.35, -2.17, -2.73], [-0.28, -3.70, -3.73]]
}



{
  "formula": "C13H20FNO2",
  "method": "ωB97M-V/def2-TZVPD",
  "e_tot_ev": -22092.860,
  "charge": 0,
  "orbital_gap_ev": 8.68,
  "largest_force_ha_per_bohr": 0.320,
  "homo_ev": -8.26,
  "relative_energy_kj_mol": 1425.88,
  "elements": ["O", "C", "C", "N", "H", "C", "C", "C", "C", "C", "O", "C", "C", "C", "C", "C", "C", "H", "H", "F", "H", "H", "H", "H", "H", "H", "H", "H", "H", "H", "H", "H", "H", "H", "H", "H", "H"],
  "xyz": [[7.56, -1.34, -0.38], [6.49, -1.00, 0.23], [5.34, -0.53, -0.73], [3.94, -0.49, -0.10], [3.64, -1.49, 0.25], [3.72, 0.58, 0.89], [2.23, 0.76, 1.39], [1.44, 1.25, -0.11], [-0.07, 1.37, 0.28], [-0.83, 1.66, -0.86], [-2.30, 2.06, -0.52], [-3.12, 0.87, -0.44], [-4.31, 0.86, -0.06], [-5.21, 0.11, 0.31], [-4.82, -1.30, -0.03], [-3.59, -1.61, -0.16], [-2.58, -0.72, -0.45], [-1.65, -0.86, -0.73], [-3.12, -2.50, -0.48], [-5.72, -2.25, 0.43], [-6.29, 0.22, 0.48], [-4.74, 2.17, 0.32], [-0.57, 2.80, -1.18], [-0.79, 1.02, -1.48], [-0.38, 0.58, 0.56], [-0.07, 2.15, 1.12], [1.61, 0.27, -0.74], [1.84, 2.33, -0.45], [2.18, 1.65, 2.07], [1.97, -0.06, 1.76], [4.16, 1.67, 0.26], [4.34, 0.52, 1.63], [5.11, -1.38, -1.43], [5.39, 0.18, -1.26], [6.51, -0.22, 0.93], [6.12, -1.67, 0.86], [7.79, -0.60, -1.21]]
}